The following is a DFT calculation (ωB97M-V with the def2-TZVPD basis set) of 2 unconnected molecules or ions with the total composition C5H13NO.

Calculated values
* SMILES: C=CCCCN.O
* net charge: 0
* energy relative to the best compared isomer or geometry (same formula, charge and spin): 327.91 kJ/mol
* Kohn-Sham gap: 9.585 eV

Element x y z (Å)
C -0.25 0.24 -1.33
C -1.28 -0.85 -0.98
C -1.33 -1.39 0.51
C 1.04 -1.02 1.33
C -0.33 -1.07 1.52
N -0.25 1.41 -0.52
H -0.58 0.37 -2.41
H 0.69 -0.23 -1.36
H -2.28 -0.32 -1.14
H -1.38 -1.73 -1.64
H -1.23 -2.57 0.39
H -2.25 -1.37 1.07
H 1.64 -1.22 2.21
H 1.25 -0.58 0.37
H -0.88 -1.25 2.43
H -0.44 2.18 -1.15
H -0.90 1.55 0.22
H 2.55 1.95 0.29
H 3.58 2.98 -0.06
O 2.64 2.91 0.26

The following is a DFT calculation (ωB97M-V with the def2-TZVPD basis set) of a molecular structure, C33H43N2O2Ru.

Calculated values
* net charge: 0
* ⟨S²⟩: 0.76
* energy relative to the best compared isomer or geometry (same formula, charge and spin): 0.00 kJ/mol
* Kohn-Sham gap (alpha / beta): 7.068 / 6.897 eV
* 2S+1: 2

Element x y z (Å)
Ru 0.82 -0.22 -0.30
O 1.91 0.97 1.22
C 2.09 0.73 2.47
C 2.07 1.76 3.45
C 2.28 1.48 4.78
C 2.55 0.17 5.23
C 2.60 -0.84 4.30
C 2.36 -0.58 2.94
C 2.48 -1.65 2.00
N 2.09 -1.66 0.77
C 2.44 -2.84 0.01
C 1.22 -3.12 -0.82
N 1.00 -1.88 -1.56
C 1.35 -1.93 -2.80
C 1.45 -0.82 -3.70
C 1.36 -1.06 -5.09
C 1.36 -0.03 -5.99
C 1.47 1.28 -5.49
C 1.61 1.54 -4.15
C 1.62 0.49 -3.19
O 1.82 0.74 -1.93
H 1.89 2.77 3.12
H 2.25 2.29 5.50
H 2.72 -0.03 6.28
H 2.83 -1.85 4.61
H 2.96 -2.56 2.38
H 2.71 -3.69 0.65
H 3.29 -2.62 -0.64
H 0.38 -3.31 -0.17
H 1.36 -3.98 -1.48
H 1.60 -2.91 -3.21
H 1.28 -2.09 -5.43
H 1.28 -0.22 -7.05
H 1.45 2.12 -6.18
H 1.72 2.56 -3.80
C -0.68 1.20 1.22
C -1.19 -0.10 1.06
C -1.39 -0.28 -0.37
C -0.88 0.89 -1.00
C -0.50 1.84 -0.01
C -0.19 3.31 -0.23
C 1.01 3.84 0.56
C 0.04 3.61 -1.71
C -1.45 4.06 0.24
C -2.33 -1.19 -1.20
C -2.35 -2.68 -0.83
C -2.01 -1.10 -2.70
C -3.75 -0.61 -1.05
C -1.57 -0.97 2.29
C -0.84 -2.32 2.33
C -1.17 -0.22 3.57
C -3.08 -1.18 2.37
H -0.43 1.65 2.17
H -0.97 1.09 -2.05
H 1.90 3.23 0.40
H 0.80 3.86 1.63
H 1.21 4.87 0.24
H 0.89 3.04 -2.06
H 0.24 4.67 -1.83
H -0.83 3.35 -2.32
H -1.64 3.88 1.31
H -2.33 3.75 -0.32
H -1.31 5.14 0.10
H -1.35 -3.09 -0.82
H -2.92 -3.22 -1.59
H -2.81 -2.89 0.13
H -0.98 -1.35 -2.91
H -2.21 -0.11 -3.10
H -2.65 -1.80 -3.23
H -4.09 -0.57 -0.02
H -4.46 -1.21 -1.62
H -3.78 0.41 -1.45
H 0.21 -2.19 2.13
H -1.24 -3.04 1.62
H -0.95 -2.75 3.33
H -0.10 -0.04 3.63
H -1.46 -0.83 4.43
H -1.69 0.74 3.66
H -3.49 -1.78 1.56
H -3.61 -0.22 2.38
H -3.32 -1.70 3.31

The following is a DFT calculation (ωB97M-V with the def2-TZVPD basis set) of a single C4H7BrOS molecule.

Calculated values
* SMILES: S[C@]1(Br)CCCO1
* net charge: 0
* energy relative to the best compared isomer or geometry (same formula, charge and spin): 42.07 kJ/mol
* Kohn-Sham gap: 9.945 eV

Element x y z (Å)
C -0.45 0.78 0.39
C 0.29 -0.44 1.09
C -0.24 0.53 -1.11
C 1.39 -0.68 0.12
O 0.79 -0.47 -1.23
S 2.03 -2.36 0.03
Br 2.88 0.78 -0.02
H -1.48 0.78 0.65
H -0.17 1.78 0.79
H 0.65 -0.25 2.03
H -0.31 -1.42 1.11
H -1.07 0.26 -1.61
H 0.05 1.57 -1.69
H 2.18 -2.21 -1.40

The following is a DFT calculation (ωB97M-V with the def2-TZVPD basis set) of 13 unconnected molecules or ions with the total composition C34H92ClO36S12.

Calculated values
* net charge: -1
* Kohn-Sham gap: 8.879 eV

Element x y z (Å)
Cl 0.28 -0.73 -0.72
O 0.88 0.55 -0.33
O -0.87 -0.98 0.05
O -0.08 -0.64 -2.14
O 1.09 -1.84 -0.51
O -4.48 3.54 -0.54
S -3.09 3.47 0.06
O -2.06 4.45 -0.30
O -3.21 3.56 1.75
C -4.39 2.92 2.29
C -4.25 2.41 3.76
C -2.35 1.74 -0.04
H -4.76 2.11 1.66
H -5.20 3.65 2.20
H -3.78 3.12 4.45
H -3.48 1.65 3.88
H -5.14 2.03 4.27
H -2.00 1.51 -1.05
H -3.11 1.07 0.38
H -1.49 1.73 0.62
O -8.82 -2.51 -0.50
S -7.75 -1.67 -0.98
O -7.04 -1.95 -2.24
O -8.31 -0.08 -1.07
C -7.43 0.96 -1.50
C -7.84 2.36 -0.96
C -6.45 -1.40 0.39
H -7.52 1.01 -2.58
H -6.37 0.80 -1.33
H -7.09 3.04 -1.36
H -7.57 2.43 0.10
H -8.84 2.74 -1.16
H -5.58 -0.91 -0.04
H -6.28 -2.37 0.86
H -7.03 -0.81 1.10
O -4.30 0.39 -2.52
S -4.71 0.66 -3.90
O -5.66 1.75 -4.17
O -3.37 0.84 -4.87
C -2.19 0.24 -4.35
C -1.14 0.22 -5.42
C -5.41 -0.82 -4.63
H -2.33 -0.80 -4.04
H -1.77 0.72 -3.47
H -1.20 1.07 -6.09
H -1.41 -0.59 -6.10
H -0.11 0.05 -5.10
H -4.81 -1.71 -4.44
H -5.39 -0.52 -5.68
H -6.45 -0.96 -4.32
O 5.16 -3.42 1.28
S 5.46 -1.96 1.23
O 5.28 -1.19 2.41
O 6.96 -1.71 0.62
C 7.39 -2.53 -0.49
C 8.12 -3.72 0.11
C 4.42 -1.27 -0.02
H 8.03 -1.81 -1.01
H 6.53 -2.74 -1.12
H 8.97 -3.35 0.70
H 8.47 -4.23 -0.78
H 7.51 -4.46 0.62
H 3.67 -0.74 0.56
H 3.99 -2.14 -0.53
H 5.12 -0.71 -0.64
O -3.89 -6.78 -2.47
S -3.03 -5.75 -1.92
O -2.43 -5.99 -0.62
O -1.81 -5.50 -3.04
C -0.75 -4.64 -2.65
C 0.43 -5.47 -2.04
C -3.98 -4.15 -2.07
H -1.00 -3.75 -2.06
H -0.15 -4.20 -3.44
H 0.09 -6.13 -1.25
H 1.12 -4.78 -1.56
H 0.91 -6.06 -2.82
H -4.64 -4.20 -2.94
H -3.28 -3.31 -2.04
H -4.60 -4.07 -1.18
O -0.90 5.73 -3.84
S 0.55 5.69 -3.50
O 1.49 5.88 -4.62
O 0.92 6.79 -2.31
C -0.05 7.24 -1.37
C -0.40 8.69 -1.50
C 1.05 4.09 -2.60
H 0.21 7.00 -0.34
H -1.03 6.79 -1.53
H 0.50 9.31 -1.52
H -1.03 9.16 -0.75
H -0.89 8.85 -2.46
H 2.12 4.22 -2.44
H 0.88 3.18 -3.18
H 0.49 4.05 -1.67
O 1.65 -3.49 -5.09
S 3.09 -3.31 -4.83
O 4.06 -4.38 -5.15
O 3.52 -1.87 -5.54
C 2.66 -0.74 -5.44
C 3.57 0.48 -5.55
C 3.36 -2.89 -3.01
H 2.08 -0.80 -4.52
H 1.89 -0.79 -6.21
H 2.86 1.27 -5.79
H 4.33 0.31 -6.31
H 4.12 0.88 -4.70
H 4.40 -2.59 -2.90
H 3.17 -3.64 -2.25
H 2.76 -2.03 -2.72
O -2.30 -1.34 4.91
S -3.29 -2.13 4.20
O -3.97 -1.57 3.05
O -2.50 -3.42 3.59
C -1.75 -3.24 2.43
C -1.02 -4.52 2.15
C -4.46 -2.88 5.41
H -1.09 -2.43 2.71
H -2.50 -3.00 1.68
H -1.63 -5.40 1.89
H -0.44 -4.82 3.02
H -0.28 -4.46 1.36
H -3.93 -3.35 6.24
H -5.01 -3.60 4.81
H -5.13 -2.10 5.77
O 0.54 -5.85 6.45
S 1.08 -4.49 6.35
O 2.04 -3.99 7.31
O 1.70 -4.21 4.79
C 2.41 -2.98 4.51
C 2.19 -2.77 3.02
C -0.36 -3.39 6.29
H 3.47 -3.08 4.72
H 2.03 -2.13 5.08
H 2.57 -3.60 2.42
H 2.89 -1.96 2.83
H 1.22 -2.45 2.67
H -1.16 -3.94 5.81
H 0.04 -2.50 5.80
H -0.72 -3.26 7.31
O -1.17 2.65 4.77
S -0.11 2.35 3.83
O 0.09 3.16 2.63
O 1.32 2.31 4.75
C 2.49 2.11 4.12
C 3.07 0.72 4.29
C -0.28 0.58 3.35
H 3.28 2.67 4.61
H 2.66 2.47 3.11
H 2.32 0.00 3.95
H 3.21 0.53 5.36
H 3.93 0.52 3.65
H -1.25 0.58 2.86
H -0.32 0.02 4.28
H 0.51 0.19 2.71
C 7.65 2.24 -0.50
S 5.82 2.41 -0.67
O 5.27 1.37 -1.66
C 5.31 1.93 1.04
H 7.82 1.17 -0.51
H 7.84 2.86 0.37
H 8.04 2.69 -1.42
H 4.28 1.58 1.01
H 5.38 2.92 1.50
H 5.93 1.14 1.48
C 2.25 4.59 0.83
S 3.83 5.38 0.32
O 3.96 5.30 -1.21
C 3.25 7.09 0.75
H 2.32 3.52 0.64
H 1.38 5.00 0.32
H 2.01 4.79 1.87
H 4.16 7.61 1.07
H 2.49 7.10 1.53
H 2.79 7.51 -0.14

The following is a DFT calculation (ωB97M-V with the def2-TZVPD basis set) of 4 unconnected molecules or ions with the total composition C20H20N4.

Calculated values
* net charge: -1
* ⟨S²⟩: 0.76
* energy relative to the best compared isomer or geometry (same formula, charge and spin): 0.00 kJ/mol
* Kohn-Sham gap (alpha / beta): 2.861 / 7.379 eV
* 2S+1: 2

Element x y z (Å)
N 0.23 -0.17 1.51
C 1.06 0.78 0.92
C 2.28 1.22 1.49
C 2.70 0.71 2.71
C 1.88 -0.28 3.28
C 0.67 -0.60 2.75
H 0.86 0.97 -0.12
H 2.81 1.97 0.93
H 3.62 1.06 3.15
H 2.10 -0.67 4.27
H -0.03 -1.21 3.30
N 0.87 3.70 -0.28
C 1.16 4.72 0.56
C 0.20 5.66 0.95
C -1.07 5.70 0.34
C -1.37 4.75 -0.60
C -0.37 3.75 -0.82
H 2.06 4.65 1.15
H 0.37 6.37 1.75
H -1.79 6.43 0.67
H -2.30 4.70 -1.15
H -0.61 2.99 -1.54
N -2.48 -5.02 -0.20
C -2.45 -3.94 0.61
C -1.30 -3.38 1.19
C -0.08 -3.98 0.92
C -0.05 -5.13 0.11
C -1.26 -5.63 -0.39
H -3.41 -3.47 0.76
H -1.38 -2.47 1.77
H 0.82 -3.59 1.38
H 0.90 -5.60 -0.10
H -1.28 -6.47 -1.08
N -1.47 0.34 -2.37
C -1.14 -0.70 -1.55
C -0.15 -1.66 -1.80
C 0.43 -1.62 -3.03
C 0.14 -0.61 -3.98
C -0.76 0.41 -3.55
H -1.60 -0.71 -0.57
H 0.20 -2.36 -1.05
H 1.25 -2.29 -3.20
H 0.67 -0.59 -4.93
H -0.93 1.28 -4.17

The following is a DFT calculation (ωB97M-V with the def2-TZVPD basis set) of 3 unconnected molecules or ions with the total composition C23H54N2O7P.

Calculated values
* net charge: +1
* Kohn-Sham gap: 6.946 eV

Element x y z (Å)
C 10.50 -0.45 2.61
C 11.02 0.07 1.21
C 9.91 0.10 0.10
C 9.11 1.47 0.04
C 7.55 1.27 0.25
C 6.70 2.53 -0.16
C 5.42 2.20 -1.02
C 4.21 1.64 -0.19
C 3.22 2.77 0.33
C 2.68 2.30 1.73
C 1.28 2.89 2.15
C 0.20 2.92 1.00
C -1.24 2.66 1.60
C -2.09 1.60 0.79
C -3.31 1.09 1.68
C -4.68 1.79 1.29
N -5.75 0.80 0.84
C -7.15 1.23 1.16
O -7.55 0.70 2.43
N -8.68 -0.13 2.25
O -8.35 -1.25 2.25
P -5.50 0.45 -0.89
O -5.49 1.70 -1.75
O -6.67 -0.55 -1.54
O -4.02 -0.30 -1.08
H 9.80 0.31 3.04
H 10.03 -1.45 2.52
H 11.35 -0.56 3.34
H 11.54 1.05 1.35
H 11.82 -0.65 0.88
H 10.44 -0.01 -0.89
H 9.22 -0.76 0.29
H 9.54 2.12 0.85
H 9.31 1.93 -0.96
H 7.43 1.11 1.36
H 7.25 0.33 -0.27
H 7.36 3.21 -0.76
H 6.38 3.04 0.79
H 5.74 1.50 -1.83
H 5.11 3.15 -1.54
H 4.59 1.05 0.69
H 3.66 0.90 -0.83
H 3.83 3.70 0.46
H 2.43 2.92 -0.45
H 2.69 1.19 1.82
H 3.42 2.67 2.49
H 0.88 2.22 2.96
H 1.42 3.89 2.63
H 0.18 3.97 0.60
H 0.45 2.28 0.12
H -1.22 2.32 2.66
H -1.83 3.62 1.60
H -2.46 1.97 -0.20
H -1.46 0.70 0.61
H -3.07 1.30 2.75
H -3.46 -0.01 1.58
H -4.50 2.56 0.52
H -5.11 2.33 2.18
H -5.60 -0.09 1.36
H -7.86 0.81 0.40
H -7.28 2.34 1.17
H -7.04 -1.16 -0.88
H -4.08 -1.02 -1.76
C -3.06 -4.13 -5.45
C -3.64 -2.84 -4.91
C -3.08 -1.63 -5.63
O -3.35 -2.74 -3.51
H -1.97 -4.16 -5.32
H -3.46 -5.00 -4.92
H -3.28 -4.25 -6.52
H -4.73 -2.86 -5.01
H -2.00 -1.57 -5.51
H -3.50 -0.71 -5.22
H -3.31 -1.67 -6.70
H -2.39 -2.73 -3.41
C -5.81 -5.24 1.80
C -5.44 -4.31 0.66
C -4.40 -3.29 1.08
O -6.62 -3.63 0.20
H -6.24 -4.68 2.64
H -6.56 -5.97 1.48
H -4.93 -5.79 2.16
H -5.06 -4.90 -0.18
H -4.79 -2.66 1.89
H -4.16 -2.62 0.25
H -3.48 -3.76 1.43
H -6.96 -3.12 0.94

The following is a DFT calculation (ωB97M-V with the def2-TZVPD basis set) of 2 unconnected molecules or ions with the total composition C11H11N3.

Calculated values
* SMILES: c1ccc2c(c1)CN=N2.c1cc[nH]c1
* net charge: 0
* energy relative to the best compared isomer or geometry (same formula, charge and spin): 520.41 kJ/mol
* Kohn-Sham gap: 7.649 eV

Element x y z (Å)
C -1.85 1.57 2.38
C -2.76 0.44 2.43
C 3.43 -0.48 -1.40
C -1.24 2.03 1.22
C -2.72 -0.50 1.45
C 2.53 -1.10 -2.17
C 2.87 -0.63 -0.04
C -1.18 1.04 0.27
C -1.98 -0.13 0.29
C 1.46 -1.76 -1.49
C -0.41 0.88 -1.05
N 1.76 -1.31 -0.13
N -0.80 -0.41 -1.52
N -1.77 -0.87 -0.83
H -1.63 2.20 3.21
H -3.46 0.38 3.18
H 4.21 0.16 -1.77
H -0.74 2.99 1.20
H -3.16 -1.53 1.33
H 2.54 -1.19 -3.27
H 2.86 0.02 0.73
H -0.52 1.51 -1.91
H 0.66 1.11 -0.91
H 1.05 -1.55 0.53
H 0.85 -2.88 -1.74

The following is a DFT calculation (ωB97M-V with the def2-TZVPD basis set) of 2 unconnected molecules or ions with the total composition C4H12.

Calculated values
* net charge: -1
* ⟨S²⟩: 0.75
* energy relative to the best compared isomer or geometry (same formula, charge and spin): 120.97 kJ/mol
* Kohn-Sham gap (alpha / beta): 2.752 / 11.934 eV
* 2S+1: 2

Element x y z (Å)
C -1.71 1.51 0.11
C -1.39 1.16 1.56
H -0.89 2.06 -0.39
H -2.00 0.54 -0.21
H -2.44 2.26 0.22
H -1.33 2.13 2.19
H -0.52 0.56 1.68
H -2.14 0.47 1.95
C 1.48 -1.31 -1.67
C 1.74 -1.35 -0.12
H 1.63 -0.46 -2.23
H 1.92 -1.99 -2.22
H 0.39 -1.51 -1.84
H 1.95 -2.34 0.34
H 0.83 -1.00 0.33
H 2.48 -0.73 0.30

The following is a DFT calculation (ωB97M-V with the def2-TZVPD basis set) of a molecular structure, C14H14CuN2O3S.

Calculated values
* net charge: -2
* ⟨S²⟩: 0.76
* energy relative to the best compared isomer or geometry (same formula, charge and spin): 0.00 kJ/mol
* Kohn-Sham gap (alpha / beta): 3.077 / 3.479 eV
* 2S+1: 2

Element x y z (Å)
C -1.56 -1.76 -0.09
C -2.11 -0.69 -0.86
C -2.33 0.43 0.02
C -1.92 0.03 1.34
C -1.43 -1.32 1.26
Cu -0.18 0.24 0.08
N 1.35 -0.87 -0.36
C 1.71 -0.28 -1.59
C 0.38 0.37 -1.93
H -2.77 1.38 -0.26
H -2.31 -0.70 -1.93
H -2.05 0.62 2.24
H -1.02 -1.90 2.08
H -1.26 -2.73 -0.49
H -0.28 -0.26 -2.53
H 2.06 -1.01 -2.33
H 2.16 -1.08 0.22
H 0.41 1.45 -2.06
H 2.44 0.55 -1.49
O 1.86 2.60 -0.32
C 1.69 2.35 0.89
N 0.78 1.44 1.36
S 0.79 1.19 3.01
O -0.44 1.66 3.62
O 1.25 -0.14 3.34
C 2.06 2.38 3.23
C 2.65 2.79 4.43
C 3.65 3.78 4.39
C 4.04 4.35 3.16
C 3.44 3.92 1.98
C 2.43 2.94 2.02
H 2.33 2.32 5.37
H 4.12 4.11 5.32
H 4.82 5.13 3.15
H 3.73 4.33 1.02

Number 1: F_max 4.5 eV/Å. Number 2: F_max 1.1 eV/Å. Number 3: F_max 5.2 eV/Å. Number 4: F_max 4.7 eV/Å. Number 5: F_max 2.8 eV/Å. Number 6: F_max 7.6 eV/Å. Number 7: F_max 6.5 eV/Å. Number 8: F_max 4.9 eV/Å. Number 9: F_max 3.3 eV/Å.